1.
{"formula": "C3H9O2P", "method": "the ωB97M-V functional and the def2-TZVPD basis", "de_lowest_ev": 4.958, "charge": 0, "spin_multiplicity": 1, "gap_ev": 9.06, "homo_ev": -8.27, "species": ["C", "C", "C", "O", "O", "P", "H", "H", "H", "H", "H", "H", "H", "H", "H"], "positions_angstrom": [[0.467, 0.900, 1.336], [-0.220, 1.691, -1.104], [0.309, 0.627, -0.197], [0.439, -3.306, -0.695], [-0.013, -2.250, 0.139], [-1.121, -1.178, -0.476], [-0.571, 0.917, 1.791], [0.854, -0.038, 1.753], [1.087, 1.816, 1.373], [0.447, 2.486, -0.854], [-1.291, 2.015, -1.025], [-0.213, 1.447, -2.136], [1.104, 0.055, -0.559], [0.627, -4.078, -0.102], [-1.907, -1.102, 0.756]], "mulliken_charge": [-0.97, -1.19, -0.17, -0.32, -0.19, 0.14, 0.25, 0.31, 0.34, 0.34, 0.29, 0.38, 0.44, 0.32, 0.03]}


2.
{"formula": "C31H28ClINOPRhS", "method": "the ωB97M-V functional and the def2-TZVPD basis", "de_lowest_ev": 0.120, "charge": 3, "spin_multiplicity": 1, "gap_ev": 6.35, "homo_ev": -16.94, "species": ["Rh", "I", "C", "C", "C", "C", "C", "C", "C", "C", "C", "P", "C", "C", "C", "C", "C", "C", "C", "C", "C", "C", "C", "C", "C", "H", "H", "H", "H", "H", "H", "H", "H", "H", "H", "H", "H", "H", "H", "H", "H", "O", "S", "C", "C", "C", "C", "H", "H", "H", "H", "H", "H", "H", "H", "Cl", "C", "C", "C", "C", "N", "C", "H", "H", "H", "H"], "positions_angstrom": [[-0.508, -0.199, -1.497], [1.452, -1.636, -2.116], [2.865, -0.808, -0.803], [4.103, -0.664, -1.375], [5.199, -0.270, -0.585], [5.014, -0.074, 0.752], [3.740, -0.229, 1.354], [3.630, -0.083, 2.759], [2.446, -0.283, 3.408], [1.302, -0.575, 2.651], [1.345, -0.683, 1.271], [-0.303, -0.897, 0.600], [-1.416, 0.442, 1.023], [-2.750, 0.367, 0.570], [-3.618, 1.426, 0.784], [-3.177, 2.556, 1.456], [-1.865, 2.635, 1.918], [-0.981, 1.596, 1.694], [-0.932, -2.493, 1.062], [-0.143, -3.623, 0.804], [-0.583, -4.872, 1.195], [-1.799, -5.003, 1.861], [-2.570, -3.884, 2.146], [-2.145, -2.625, 1.747], [2.596, -0.574, 0.576], [4.258, -0.864, -2.427], [6.173, -0.162, -1.040], [5.851, 0.188, 1.387], [4.523, 0.165, 3.318], [2.378, -0.210, 4.484], [0.360, -0.706, 3.175], [-3.120, -0.536, 0.106], [-4.645, 1.360, 0.450], [-3.861, 3.373, 1.641], [-1.540, 3.507, 2.470], [0.032, 1.660, 2.066], [0.821, -3.528, 0.318], [0.025, -5.745, 1.000], [-2.135, -5.982, 2.177], [-3.497, -3.988, 2.692], [-2.743, -1.760, 1.998], [0.715, 1.409, -1.575], [1.310, 2.468, -0.592], [2.882, 2.972, -1.352], [2.657, 4.332, -2.014], [1.575, 5.037, -1.199], [0.462, 4.011, -1.016], [3.159, 2.164, -2.029], [3.603, 3.013, -0.535], [2.330, 4.200, -3.046], [3.586, 4.899, -2.031], [1.186, 5.921, -1.701], [1.966, 5.360, -0.231], [-0.047, 3.793, -1.958], [-0.267, 4.242, -0.242], [-5.160, 0.196, -3.873], [-4.158, -0.924, -3.069], [-4.595, -2.216, -2.767], [-3.729, -3.080, -2.126], [-2.463, -2.652, -1.774], [-2.053, -1.412, -2.056], [-2.875, -0.553, -2.699], [-5.592, -2.531, -3.046], [-4.028, -4.093, -1.900], [-1.760, -3.303, -1.273], [-2.488, 0.432, -2.965]], "mulliken_charge": [-0.26, 0.39, 0.81, -0.83, -0.90, -0.92, 0.77, -0.92, -1.17, -0.36, 1.15, 1.58, 1.05, -0.42, -1.09, -0.72, -0.64, -1.04, 1.22, -0.50, -0.71, -0.62, -0.88, -0.46, -0.05, 0.48, 0.49, 0.49, 0.50, 0.48, 0.59, 0.56, 0.51, 0.48, 0.55, 0.44, 0.44, 0.48, 0.48, 0.50, 0.54, -0.85, 0.87, -0.58, -0.75, -0.63, -0.82, 0.25, 0.44, 0.34, 0.38, 0.39, 0.31, 0.36, 0.35, -0.13, -0.05, -0.28, -0.81, -0.07, 0.02, -0.40, 0.51, 0.49, 0.55, 0.61]}


3.
{"formula": "C4H11N4O", "method": "the ωB97M-V functional and the def2-TZVPD basis", "de_lowest_ev": 7.041, "charge": 1, "spin_multiplicity": 1, "gap_ev": [7.36, 7.35], "homo_ev": [-11.91, -11.90], "species": ["C", "C", "C", "C", "N", "N", "N", "N", "O", "H", "H", "H", "H", "H", "H", "H", "H", "H", "H", "H"], "positions_angstrom": [[-1.998, 0.028, -0.433], [1.541, -0.598, 1.035], [-3.123, -0.468, -1.338], [3.392, -0.419, -0.606], [-2.619, 1.711, 1.059], [0.102, 1.156, 1.114], [-1.990, 1.118, 0.251], [2.273, 0.054, 0.109], [0.531, -0.108, 1.593], [-1.179, -0.689, -0.299], [1.612, -1.683, 1.060], [-4.034, 0.093, -1.386], [-3.263, -1.477, -0.935], [-2.718, -0.662, -2.435], [3.809, -1.235, -0.031], [3.047, -0.821, -1.634], [4.146, 0.407, -0.834], [-2.586, 2.794, 1.178], [-0.461, 1.439, 1.935], [1.887, 0.998, 0.042]], "mulliken_charge": [0.28, 0.16, -0.97, -0.73, -0.63, -0.82, 0.48, -0.06, -0.08, 0.27, 0.38, 0.35, 0.29, 0.30, 0.29, 0.29, 0.30, 0.33, 0.31, 0.27]}